This record from the Open Molecules 2025 dataset describes a molecular structure, C37H54I2N8O5P2 at a distorted geometry. The level of theory is ωB97M-V/def2-TZVPD.

XYZ file:
```
108
Properties=species:S:1:pos:R:3:forces:R:3
C 2.6584 3.0094 3.8431 -0.0623 -0.4403 0.8125
C 3.6694 1.8772 3.5229 0.2354 -0.2361 -0.8919
I 4.5802 0.9360 5.2542 -0.7871 0.7874 -0.5656
C 4.0143 1.4535 2.2703 -0.7664 1.0343 1.2110
I 5.3999 -0.1719 2.0595 -0.6343 0.8620 -0.6861
C 3.3475 2.1815 1.0849 -0.2524 -0.5194 -1.1525
C 3.9216 3.3912 0.5212 -1.4996 0.2439 -1.2202
C 5.1959 4.0689 1.0171 3.0002 0.6536 0.9675
C 6.5388 3.4439 0.9497 -1.6176 2.1690 0.7704
C 7.6397 4.2432 1.4518 0.1200 -1.5007 -0.6576
N 7.6524 5.4956 1.9601 -1.7632 -0.4746 -0.1912
C 6.4362 6.0926 2.0508 -1.0264 -1.6802 -1.1689
C 5.2406 5.4195 1.5841 -0.3890 -0.4634 -0.2511
C 3.2278 4.0488 -0.6017 -0.9573 -1.0445 0.3692
C 1.9815 3.5610 -1.1693 1.0193 -1.6458 2.1471
C 1.4269 2.3462 -0.5716 0.7808 -0.1535 0.8160
C 2.0979 1.6373 0.5308 0.5584 1.7619 -0.9262
C 1.4417 0.3185 1.0720 -0.8138 1.0034 -0.3365
O 2.0887 -0.6650 1.3245 -0.2530 0.4153 0.1735
C -0.1127 0.3968 1.2028 -0.2377 0.4546 -0.5250
C -0.7918 -0.2110 2.3266 -0.7803 0.9923 -1.5927
C -2.2395 -0.0663 2.4120 1.7318 0.9407 -1.8514
C -2.9160 0.6857 1.3608 0.0920 -0.5162 0.0277
C -4.4736 0.8691 1.4895 1.3115 0.4812 0.6615
C -4.7067 2.2106 2.3345 0.0795 0.4605 -1.3299
C -5.9873 2.9894 1.8671 0.2483 0.0270 0.4527
N -5.8865 3.7421 0.6364 0.3930 0.1291 1.8412
O -7.0046 2.9796 2.5251 0.3565 -0.1433 -0.5783
C -2.2322 1.2694 0.2024 1.5423 -1.1104 1.5532
C -0.7904 1.1247 0.1167 -0.7365 -0.7322 1.7031
C 0.0811 1.7019 -1.0468 0.2780 0.2294 1.1971
O -0.2539 1.6571 -2.2029 -0.0072 0.2426 0.4434
H 2.3937 3.6562 2.9736 0.5280 -0.5365 0.6087
H 1.6881 2.5729 4.2209 0.9824 0.2246 -0.3781
H 3.0623 3.6103 4.7052 -0.3638 -0.3918 -1.0327
H 6.6766 2.4193 0.5252 0.0384 1.1285 0.5146
H 8.6417 3.7399 1.4094 -0.9621 0.6450 0.0286
H 6.3403 7.1301 2.4533 0.3192 -1.0796 -0.3551
H 4.2728 5.9787 1.6564 0.9480 -0.5620 -0.0128
H 3.6611 4.9691 -1.0546 -0.2194 -0.8421 0.5806
H 1.4448 4.0676 -2.0006 0.6140 -0.4571 0.7451
H -0.1544 -0.7577 3.0620 -0.8447 0.4862 -0.6238
H -2.7996 -0.5195 3.2557 0.3419 0.4489 -0.7943
H -4.8589 0.9756 0.4476 -0.1063 -0.1828 0.9891
H -4.9108 0.0065 2.0643 0.2240 0.7465 -1.0030
H -4.7449 2.0309 3.4334 -0.1723 0.0580 -0.9400
H -3.8206 2.8704 2.1190 -0.7740 -0.4873 0.3003
H -5.0127 4.2776 0.7022 -0.2410 -0.3980 -0.4945
H -6.6476 4.4319 0.6448 0.1728 -0.5382 -0.1666
H -2.7749 1.8360 -0.5833 0.3012 -0.5955 0.6914
O -6.2817 -2.0860 2.0708 0.4498 -0.7274 4.2611
P -7.2150 -3.2869 2.1836 -1.4053 0.7081 -8.3941
N -6.3342 -4.2160 1.0160 0.8435 -0.6361 0.0526
C -6.8407 -5.2015 0.0785 -0.4387 -0.3541 0.1124
C -4.9679 -4.5634 1.4142 0.2032 0.4616 0.1814
N -8.5346 -2.4876 1.4040 -0.5610 0.5967 0.2265
C -9.1483 -2.9369 0.1682 -0.3925 -0.5266 0.2251
C -8.5375 -1.0248 1.4257 0.2946 0.0379 0.2609
N -8.2989 -4.6455 2.5095 0.7214 0.9000 3.4177
C -9.4958 -4.2698 3.3068 -0.6454 0.1334 -0.1069
C -7.6423 -5.7093 3.3097 0.4071 -0.5074 -0.3006
H -7.1323 -6.1492 0.5497 -0.0345 -0.0986 -0.0315
H -6.0790 -5.4398 -0.6694 0.1855 0.1319 0.2387
H -7.6831 -4.8443 -0.5047 -0.1101 0.0904 0.2469
H -4.9503 -5.3539 2.1751 0.1504 -0.1591 -0.0703
H -4.4443 -3.6995 1.8271 -0.1817 0.0406 0.0272
H -4.3734 -4.9006 0.5623 -0.2052 -0.0168 -0.0610
H -8.4901 -2.7773 -0.6934 0.0057 -0.0511 -0.0753
H -10.0788 -2.3921 -0.0217 0.1289 0.1613 0.1181
H -9.4492 -3.9845 0.2194 0.2339 -0.0324 -0.0031
H -7.8532 -0.6100 0.6770 0.0291 0.1205 0.0452
H -8.2540 -0.6483 2.4086 0.1271 -0.0024 -0.1673
H -9.5392 -0.6336 1.2258 -0.0420 -0.2663 -0.0820
H -9.2133 -3.7977 4.2525 -0.1275 -0.1234 0.0672
H -10.1016 -5.1530 3.5251 0.3177 -0.1330 0.0121
H -10.1554 -3.5902 2.7729 0.3231 0.0747 -0.1118
H -7.2127 -5.3105 4.2332 -0.1226 -0.1649 0.0894
H -6.8479 -6.2076 2.7555 0.0480 0.2318 -0.1319
H -8.3534 -6.4958 3.5680 -0.1121 0.2053 -0.0270
O 7.4476 1.3480 -3.3071 1.4458 -2.1179 3.5103
P 6.7292 0.0152 -3.4886 -3.3802 3.2404 -7.0236
N 7.4134 -0.2627 -5.0570 0.8841 -0.4380 -0.3779
C 6.8254 -0.9555 -6.1884 -0.3443 -0.4465 0.0567
C 8.8677 -0.4346 -5.0683 0.1835 0.4109 0.3104
N 5.1683 0.7397 -3.6626 -0.5707 0.3652 0.4988
C 4.3366 0.6178 -4.8451 -0.2693 -0.6222 0.0875
C 4.9835 2.0735 -3.0945 0.3140 -0.0162 0.1618
N 5.9370 -1.5655 -3.5062 1.4073 -0.1517 3.2267
C 4.9313 -1.7288 -2.4256 -0.6768 0.0126 0.1378
C 6.8963 -2.6770 -3.2923 0.3708 -0.2748 -0.5260
H 6.7789 -2.0452 -6.0625 -0.0307 -0.0894 -0.0607
H 7.4082 -0.7650 -7.0944 0.2188 0.0771 0.2304
H 5.8287 -0.6040 -6.4348 -0.0604 -0.0250 0.2795
H 9.1686 -1.4140 -4.6750 0.1482 -0.0940 -0.1508
H 9.3607 0.3273 -4.4624 -0.1810 -0.0129 0.0786
H 9.2774 -0.3343 -6.0760 -0.2115 -0.0411 -0.0285
H 4.7407 1.1917 -5.6870 -0.0027 -0.0220 -0.0932
H 3.3257 0.9895 -4.6468 0.1242 0.1284 0.1467
H 4.1934 -0.4237 -5.1373 0.2278 0.0202 -0.0524
H 5.4077 2.8495 -3.7421 0.0426 0.1088 0.0871
H 5.4458 2.1455 -2.1091 0.0876 0.0692 -0.1574
H 3.9210 2.2922 -2.9504 -0.0277 -0.2521 -0.1597
H 5.3759 -1.5506 -1.4422 -0.1259 -0.1586 0.0726
H 4.5074 -2.7363 -2.4405 0.3432 -0.0737 -0.1038
H 4.0823 -1.0591 -2.5389 0.2747 0.1781 -0.1286
H 7.4826 -2.5322 -2.3802 -0.0746 -0.2068 0.0444
H 7.5896 -2.7860 -4.1255 -0.0125 0.2676 -0.0419
H 6.3740 -3.6326 -3.2223 -0.1437 0.1753 0.0760
```
Positions in Å, forces in eV/Å.

* net charge: 0
* E_HOMO: -8.114 eV
* max |F|: 0.1661 Eh/bohr
* E_tot: -3534.3845 Eh